Record 1
This record from OMol25 describes C13H24AsCl2N3O2SeSi2Ti as an isolated structure. The level of theory is ωB97M-V/def2-TZVPD.

Atoms and positions in Å:
N -2.04666 -1.48003 4.34078
As 0.72415 0.97532 0.24815
H 5.01339 0.44447 1.08434
H 1.82014 -2.42220 0.57410
C -1.94868 -4.59004 0.60836
H 0.80704 2.19033 -4.06429
Si 2.81582 -0.17361 0.17958
H -3.89531 1.12160 0.23110
C 2.52544 -1.77503 1.10243
O -0.14367 -1.86390 -1.54250
Cl -2.76441 -3.14594 -0.06114
H 1.91218 4.32619 -2.27103
H 4.27674 -1.02179 -1.59870
Si 0.50426 2.40548 -1.64753
H 3.72352 1.10328 2.09685
C 0.54286 1.48374 -3.27214
N -0.85134 -1.44097 2.00028
H -0.44039 1.08353 -3.52017
Ti -0.78347 -0.85059 0.07968
H 4.13774 1.88817 0.57065
H -2.23857 -5.43390 -0.00505
H -2.28117 -4.70007 1.63347
H -1.17502 3.79252 -0.46110
C -2.64694 -0.74481 3.39735
C -1.12736 3.27216 -1.41865
C 3.31818 -0.49552 -1.58462
C 4.02995 0.92193 1.06579
C -3.83276 0.00418 3.46514
H 2.90972 3.03173 -1.61308
N -2.42041 -0.08962 1.04131
C -1.99247 -0.73048 2.13665
H 1.27800 0.67907 -3.29463
H -1.95114 2.55647 -1.46613
Cl -0.19327 -4.44865 0.57889
H 1.97177 4.06325 -0.52658
H 2.15278 -1.59050 2.11212
H 2.58639 -1.12318 -2.09598
H -1.28198 4.00794 -2.21157
C -3.56749 0.61710 1.12799
H -1.10990 -1.51480 -3.32441
C -1.02315 -1.28650 -2.25984
H 3.46283 -2.32886 1.19848
H 3.44549 0.42808 -2.15157
Se -0.57422 -2.22535 3.63908
H -4.39588 0.05489 4.38645
C -4.26865 0.67248 2.32097
O -1.78396 -0.45670 -1.69194
H -5.18093 1.25019 2.35666
C 1.96083 3.55895 -1.49398

* Kohn-Sham gap (spin up / spin down): 5.85 / 6.95 eV
* relative energy (zero: lowest compared OMol25 entry of this formula, charge and spin): 0.000 eV
* LUMO (spin up / spin down): -4.176 / -4.433 eV
* 2S+1: 2
* DFT total energy: -7810.45525 a.u.
* net charge: +1
* E_HOMO (spin up / spin down): -10.026 / -11.388 eV

Here are the Löwdin charges for atoms 1 to 8, given in e: -0.22 0.84 0.04 -0.02 -0.91 0.05 0.27 0.13


Record 2
This record from OMol25 describes an isolated molecule of C7H6Cl4S at a distorted geometry. The level of theory is ωB97M-V/def2-TZVPD.

Atoms and positions in Å:
H 1.71994 0.98722 2.17493
H -3.48781 -1.44129 0.45078
Cl -1.20148 -0.43186 1.44051
H 0.38082 1.68729 1.29041
Cl 0.29845 0.18513 -2.41232
C 0.13953 0.03710 -0.72961
H -4.54291 -1.18325 -0.67946
C -1.09700 -0.19773 -0.26713
Cl 4.01633 -1.91480 -1.56758
C 1.38296 1.39663 1.13448
H 1.97837 2.31025 0.89788
S -2.44821 -0.31628 -1.40957
C 2.56055 -0.10393 -0.30420
C -3.77426 -0.67016 -0.16424
Cl 4.00375 0.35782 0.66366
C 2.58044 -1.23291 -1.11557
H -3.86190 0.16694 0.50143
C 1.35241 0.36382 0.09561

* Kohn-Sham gap (spin up / spin down): 6.82 / 6.82 eV
* LUMO (spin up / spin down): -1.361 / -1.361 eV
* 2S+1: 1
* DFT total energy: -2509.11874 a.u.
* E_HOMO (spin up / spin down): -8.182 / -8.181 eV

Here are the Löwdin charges for atoms 1 to 8, given in e: 0.13 -0.02 0.75 0.03 0.74 -0.77 0.03 -0.98


Record 3
This record from OMol25 describes C36H51ClMnN3OP2 as an isolated structure at a distorted geometry. The level of theory is ωB97M-V/def2-TZVPD.

Atoms and positions in Å:
C 1.90400 0.58944 -1.72565
C 0.86555 -3.42712 3.53330
H -3.14739 2.56471 3.60514
N -1.24983 0.07247 -0.91239
C -0.54932 -4.17069 -0.82511
C -2.13842 4.39474 1.69656
C -4.13359 0.85124 -4.41387
C 2.51934 -1.72027 3.78706
C 1.90707 -1.02209 2.75356
C -3.31833 2.46658 0.56424
H 3.17128 -3.64733 -2.71151
H 2.19174 -3.58773 1.01093
H 3.15970 1.30938 -3.28916
H -2.41943 3.65227 -5.34756
H -0.63031 -3.04224 2.01944
C -1.66518 -0.84808 1.33124
H 4.64022 -3.28453 -1.78685
C 0.75513 -4.08505 -2.98017
C -0.47341 3.21662 4.16702
H 0.03575 -4.73972 -3.49649
C -0.24426 0.77724 4.27470
H -0.55359 -0.21673 3.93432
H -2.92319 0.79682 3.49850
C -1.03055 1.90533 3.59932
C -2.28120 1.28844 -2.89411
H -1.23058 -3.63191 -0.15344
P 1.10389 -1.94595 -1.15228
H -1.98536 4.23712 -1.03126
C -1.28598 3.62147 -0.44804
Cl 0.17303 -4.93854 3.94378
C 1.58743 1.96386 0.16001
H -3.79152 2.10555 1.48809
H 3.79252 -4.08300 0.42423
H -0.96681 2.79997 -1.09177
H 3.39825 -1.28422 4.25624
H 2.96405 3.60040 0.38861
O -2.74086 -1.21834 1.61930
C 1.45484 -0.67777 -2.45301
H -0.88566 -1.89388 -3.43293
C 3.65658 -2.89094 -2.08767
H 3.83320 -1.99307 -2.69354
C -3.80732 2.00215 -5.13645
H -1.82059 -2.01681 -1.92697
H 4.03603 3.21393 -1.87174
C 1.99369 -2.94652 4.19862
H 1.04040 3.24897 1.76555
H -1.11982 -4.99060 -1.28678
H 3.84713 -0.59591 -0.69548
C -0.01073 -3.25778 -1.94108
H -3.21933 1.61967 -0.12158
H 2.19112 -0.99951 -3.20478
C 3.24185 2.57117 -1.50854
Mn -0.08258 -0.49518 0.48656
H -4.00103 3.19344 0.09970
C 3.68239 -1.48233 -0.07113
H 0.83545 0.88246 4.11337
C -3.37857 0.50015 -3.29242
H -0.42445 0.83267 5.36055
C -1.20114 -2.57694 -2.63495
H -0.59770 3.17831 5.26078
C 2.80028 1.49290 -2.28119
H 0.52303 -0.46596 -3.00308
H 2.42935 -3.52324 5.00438
C 2.87630 -2.56586 -0.80198
H -0.99108 4.11198 3.81365
H -2.62518 1.64320 5.02907
C -2.52402 1.72412 3.93627
C 0.72145 2.34671 1.22260
C 2.77671 -3.80082 0.10499
H -4.96421 0.21805 -4.72440
H 0.24669 -4.61563 -0.21476
H -4.39978 2.29722 -6.00148
H 3.19927 -1.16518 0.85702
P -0.86678 1.77811 1.67961
H -2.66018 4.22246 2.64235
C -1.96567 3.13849 0.83796
C 2.66040 2.78601 -0.27260
H 1.51131 -4.73806 -2.52532
H 0.59789 3.32206 3.95385
N 1.35746 0.78330 -0.50851
H 1.22023 -3.45136 -3.74743
C -1.92354 2.41954 -3.66300
C -1.55937 0.86956 -1.73712
H -1.83299 -3.35420 -3.09129
H 2.28494 -0.04211 2.43402
H -2.73889 5.12027 1.12577
H -3.62233 -0.39643 -2.71682
H -1.02758 2.97566 -3.37765
N 0.81695 -1.50135 2.10925
H -1.17078 4.87398 1.89226
C 0.27242 -2.68496 2.50961
C -2.70151 2.77676 -4.76829
H 4.66688 -1.90096 0.19253
H 2.34058 -4.67061 -0.40573
H -0.40184 4.23055 -0.22653

* Kohn-Sham gap (spin up / spin down): 6.04 / 5.34 eV
* LUMO (spin up / spin down): -2.762 / -3.428 eV
* 2S+1: 6
* DFT total energy: -3935.52511 a.u.
* net charge: +1
* E_HOMO (spin up / spin down): -8.802 / -8.768 eV

Here are the Löwdin charges for atoms 1 to 8, given in e: -0.37 -0.66 0.06 0.09 -0.09 -0.10 -0.05 -0.02


Record 4
This record from OMol25 describes a 5-piece molecular cluster, C31H32IN8O9 overall at a distorted geometry. The level of theory is ωB97M-V/def2-TZVPD.

Atoms and positions in Å:
H 1.28978 6.42374 -7.38904
N 1.15420 0.65080 1.49833
H -1.19752 1.88299 2.88355
N 2.05025 -3.73831 -3.71882
H 1.07618 1.61202 1.18003
C -7.31672 -1.02908 8.46827
H 3.17882 -0.38759 0.45459
N 3.34642 -0.16526 1.42790
O -0.96117 0.73906 -0.62380
N -3.36102 0.10013 7.56516
H 2.76127 1.99663 -3.34027
C 0.06592 0.11842 -2.60418
H 4.62858 -3.07782 -3.87971
O 2.48684 -3.57732 -4.83809
C 4.29925 -3.21991 -2.86120
O -2.58365 0.24279 8.48307
H 0.18346 -0.82047 2.57911
H -6.70716 -0.94965 10.52472
H -0.13199 1.92548 -8.87337
I -3.73385 -2.60594 3.37016
C -2.13752 0.01667 3.42517
N 3.55684 -2.18019 4.16174
H -4.19470 -0.07319 2.76251
H 0.77604 -0.12689 4.63696
H 2.70874 4.45369 -6.90724
C 2.37254 0.37331 2.08910
H -3.02900 -0.72177 1.58939
H -1.54023 0.84674 1.48380
C 4.72518 -3.21978 -0.49564
H 4.23065 -0.44442 1.82933
C 5.17217 -3.04008 -1.79897
H 0.66847 1.59842 4.35110
H -1.55392 3.89371 -9.35119
C 1.35544 3.09547 -7.86615
O -1.80879 -0.88764 -1.73337
C -0.21943 5.27869 -8.39833
O 0.89929 -4.01099 -3.44857
H -2.50922 0.61221 4.24524
O 1.83107 0.84596 -8.00027
C 2.01273 1.22026 -3.42371
H 0.97645 1.80071 -1.63333
H 3.06178 -3.72547 0.76800
O -3.06457 0.25094 6.39098
N -0.98626 -0.01364 -1.58887
C 1.01800 1.11420 -2.46564
N 2.33254 0.67617 3.39778
H 6.19749 -2.75486 -1.98959
H -0.83737 6.14013 -8.61353
O 3.40336 0.27110 4.22317
H 2.82287 0.42548 -5.24319
N 2.20401 1.92666 -7.59340
C -3.27940 -0.64127 2.64100
C 1.08188 -0.65771 -4.61393
C -6.40532 -0.81886 9.49506
H -8.33004 -1.32750 8.70121
C 2.04681 0.33448 -4.49478
H -0.67482 -1.54121 -3.74475
C -1.20328 0.85731 2.51611
O 3.23088 2.10154 -6.96279
C 0.97627 5.44017 -7.71014
C 3.42900 -1.04485 4.33428
C 1.77521 4.34185 -7.43771
H -7.64440 -1.02407 6.34662
H 5.40943 -3.07545 0.33200
C -5.10433 -0.44365 9.20410
C 2.52591 -3.76710 -1.30490
H 1.49675 -4.04427 -1.13037
C 0.07748 -0.77039 -3.66501
H -4.38587 -0.27995 9.99305
C -5.63624 -0.48123 6.84017
C 0.95268 0.65387 3.89621
H -5.32894 -0.34990 5.81378
C -6.93336 -0.85950 7.14408
C -0.62321 4.01704 -8.81536
C -4.74317 -0.28358 7.87833
H -1.54829 -0.77737 3.88727
C 2.99003 -3.57324 -2.59243
C 0.16811 2.91113 -8.55101
C 0.19144 0.26931 2.58898
C 3.40657 -3.58535 -0.24875
H 1.10971 -1.34261 -5.45004

* Kohn-Sham gap: 7.94 eV
* relative energy (zero: lowest compared OMol25 entry of this formula, charge and spin): 0.000 eV
* LUMO: -3.418 eV
* 2S+1: 1
* DFT total energy: -2612.70352 a.u.
* net charge: +1
* E_HOMO: -11.362 eV

Here are the Löwdin charges for atoms 1 to 8, given in e: 0.11 0.14 0.12 -0.35 0.16 -0.06 0.15 0.31


Record 5
This record from OMol25 describes a 4-piece molecular cluster, C31H71FN3O18P5S overall at a distorted geometry. The level of theory is ωB97M-V/def2-TZVPD.

Atoms and positions in Å:
H -0.40730 -3.18732 3.80789
H -1.55695 0.06176 -3.30020
H 5.61834 -4.76499 6.33441
P 0.58170 1.06826 4.20004
C -1.88128 0.04079 -2.25271
N 2.05990 -3.62525 4.71187
H 3.50883 2.79328 3.12855
H 8.64064 -7.84765 6.06378
H 11.80864 -4.33927 3.68088
C 3.03309 -0.21184 4.12923
H 11.01181 -4.05435 1.27754
H 3.70980 -1.68170 7.23393
H -2.80062 -0.54881 -2.22719
O -8.61235 3.83520 -9.64879
C 6.58752 1.23880 1.81303
H -4.97465 3.66565 -7.75592
H -2.22308 1.48242 -0.65604
O 8.56315 -5.99325 3.13513
C -8.49128 3.67910 -11.05265
H 6.52100 0.84960 0.69104
P 8.63360 -5.55583 4.61868
H -9.73764 6.27161 -6.56886
H 2.06583 2.12483 0.23276
O 4.50716 2.85239 1.15716
F -2.93363 -3.66356 0.57325
C -0.47600 -2.06775 3.39876
C -6.68449 0.55644 -2.80671
H -1.69845 -1.15398 1.56378
C 5.47208 -5.42368 5.47189
O -5.43422 1.18589 -3.01418
H 8.88661 -5.67271 8.20308
H -6.89187 2.21095 -10.84636
H -8.48132 1.52169 -11.10986
C -1.73958 -3.53753 1.44392
H -6.77998 4.11041 -5.31232
C 3.26375 2.93443 1.99310
C 0.99889 -1.65266 2.81924
H 3.65278 -3.21666 1.49112
H -8.51026 8.26068 -7.31357
C 8.46775 -6.05213 7.26574
H -9.50256 3.69072 -11.47297
H -6.84417 -0.12695 -3.64662
P -7.42972 4.61714 -8.77382
C -7.82706 2.35540 -11.39228
H -5.59356 2.36100 -6.74332
H -0.86136 -1.42701 4.29885
H 1.57815 -4.55840 4.87728
O -7.02228 3.33729 -7.80024
C -5.54986 4.66844 -0.64874
H -5.00311 4.20029 -5.25786
H -6.13824 5.51724 -0.28755
H 5.54625 -3.95689 3.91418
H -1.20224 2.05389 -1.96415
H 0.09767 0.47878 5.45355
H 7.39102 -6.15213 7.41722
H -7.35584 7.26688 -8.21325
H -0.79186 -3.66130 0.73035
O -3.18988 2.06862 -2.40009
O 1.35059 2.40522 4.54339
H 7.72649 1.49325 1.99540
H 1.49436 -2.29654 0.76522
H 0.54400 -5.00119 2.95638
H -7.61985 2.28856 -12.46368
H -2.69796 -2.05639 2.88763
H -6.67079 -0.04587 -1.89337
C 6.11164 -4.83923 4.23004
H -8.78433 1.07393 -2.79113
C -8.72513 6.14288 -6.96419
C 0.87399 -0.17800 0.82088
C 5.69157 2.63835 2.00287
H 2.67196 0.35068 6.41319
H 6.08503 -5.55712 3.40475
H -8.05154 6.10867 -6.10547
H 3.42569 0.01187 -0.52185
H -0.60805 1.32494 3.39076
C 10.82412 -4.67834 3.34138
O 0.08017 0.45545 -0.04986
O 8.71233 -5.06707 6.27633
C -7.80960 1.56901 -2.76621
H 10.93360 -5.73467 3.07509
H -1.11931 -0.47474 -1.66201
H 6.19622 0.35491 2.48046
C -5.79680 3.37775 -7.09385
H 4.74229 -1.04689 6.00757
O -5.00614 3.41526 -2.69231
H -5.60475 5.35199 -2.67618
C -5.81422 4.43109 -2.12293
H -7.75672 2.16177 -1.84848
C -1.67800 -2.08799 2.26828
C 2.66856 -0.59736 5.71563
H -5.92538 5.35029 -6.23506
C 2.02984 2.01835 1.42152
H 1.01934 2.52304 1.74634
O 1.21363 -4.59675 2.30853
H -4.48844 4.87031 -0.47071
C 9.09079 -7.39919 6.95475
H 5.92272 -6.39040 5.71434
H 9.34520 -4.00441 1.88717
H 10.48404 -2.77117 2.39016
C 1.65726 -0.19462 3.17734
H 3.47891 0.89327 4.19524
N 0.88292 -1.62711 1.28096
H 1.61746 -1.12177 5.81527
S 3.60899 -0.32555 0.83504
P 1.99992 -3.26195 3.10228
C -2.09305 1.45640 -1.74284
C -8.39003 7.32007 -7.85938
H 10.16430 -7.29739 6.76428
O 7.43697 -4.41459 4.48617
H -1.66045 -4.41087 2.24293
H 3.88864 -0.87371 3.68285
H -9.03842 7.33573 -8.74164
H -7.95988 4.52700 -11.49696
H -6.86631 4.19239 -2.29148
O 9.92266 -4.51854 4.42382
O -4.46833 0.71782 -0.90854
H 8.94227 -8.09010 7.79003
O -6.29400 4.37099 -9.79694
O 6.06988 3.58729 2.88672
N 3.81369 -1.51068 6.19648
C -5.87944 4.30917 -5.90286
H 2.91056 4.06934 1.87896
O -8.69873 4.89218 -7.63064
H -7.74324 2.26182 -3.61168
P -4.72233 1.99179 -1.75099
H -5.82190 3.79274 -0.05147
C 2.14182 0.41601 1.73638
H 4.39980 -5.57988 5.32476
O 3.64779 -3.19013 2.50840
C 10.39196 -3.83772 2.15170

* Kohn-Sham gap: 7.38 eV
* LUMO: -1.660 eV
* 2S+1: 1
* DFT total energy: -4946.74068 a.u.
* SMILES: CC(=O)OCC[C@]1(S)C(=O)N[C@@](CCCF)(P(=N)(O)O)[C@]1(CCN)[PH2]=O.CCOP(=O)(OCC)OCC.CCOP(=O)(OCC)OCC.CCOP(=O)(OCC)OCC
* E_HOMO: -9.035 eV

Here are the Löwdin charges for atoms 1 to 8, given in e: 0.10 0.08 0.08 0.81 -0.08 -0.19 0.12 0.07